Record 1
{"formula": "C33H30BCl2N6O4S3Sr", "method": "the ωB97M-V functional and the def2-TZVPD basis", "symbols": ["Sr", "O", "C", "O", "C", "C", "C", "C", "C", "N", "C", "O", "O", "H", "H", "H", "H", "H", "C", "N", "C", "C", "N", "B", "N", "C", "C", "N", "C", "C", "S", "C", "S", "H", "H", "H", "H", "H", "H", "H", "H", "H", "H", "H", "H", "N", "C", "C", "C", "C", "C", "C", "C", "C", "C", "C", "C", "C", "H", "H", "H", "H", "H", "H", "H", "H", "H", "H", "Cl", "C", "C", "C", "C", "C", "Cl", "C", "S", "H", "H", "H"], "xyz": [[0.6037, 0.6072, 0.6376], [-3.6222, -1.4642, 1.0151], [-2.3565, -1.1200, 0.6530], [-1.9227, 0.2024, 0.9651], [-1.4176, -1.9799, 0.2175], [-1.7105, -3.3774, -0.0720], [-0.7080, -4.2238, -0.3791], [0.6510, -3.7699, -0.4366], [0.8600, -2.4356, -0.2189], [-0.0955, -1.5462, 0.0808], [2.2415, -1.8233, -0.2108], [3.2813, -2.6263, -0.3907], [2.4381, -0.6585, 0.0932], [-4.2546, -1.1367, 0.3599], [-2.7361, -3.7147, -0.0125], [-0.9268, -5.2659, -0.5799], [1.4376, -4.4705, -0.6795], [2.9698, -3.4695, -0.7435], [-0.3982, -2.6361, -3.9649], [-0.1016, -1.2519, -4.2491], [-0.9752, -0.3266, -4.7943], [-0.2859, 0.8296, -4.9115], [0.9980, 0.6156, -4.4751], [2.1415, 1.6481, -4.5993], [2.8292, 1.9075, -3.2130], [4.1988, 1.8770, -3.0925], [4.5321, 2.2774, -1.8490], [3.3483, 2.5688, -1.2037], [3.2647, 3.0740, 0.1504], [2.3096, 2.3287, -2.0490], [0.6486, 2.5558, -1.6515], [1.1202, -0.6723, -4.0811], [2.5061, -1.4586, -3.5154], [-1.4728, -2.7448, -3.8219], [0.1211, -2.9316, -3.0561], [-0.0636, -3.2818, -4.7793], [-1.9869, -0.5821, -5.0510], [-0.5921, 1.7940, -5.2742], [3.0076, 1.2068, -5.3176], [1.6695, 2.6832, -5.0185], [4.8105, 1.5349, -3.9065], [5.4825, 2.3628, -1.3541], [3.8886, 3.9618, 0.2517], [3.5925, 2.3200, 0.8665], [2.2335, 3.3492, 0.3585], [-2.3526, 1.2804, -1.6685], [-3.6583, 0.8536, -1.6388], [-4.2369, 0.2355, -2.7579], [-5.5420, -0.2124, -2.7417], [-6.3298, -0.0505, -1.6068], [-5.7698, 0.5559, -0.4959], [-4.4446, 0.9970, -0.4802], [-3.9093, 1.6204, 0.7554], [-4.6028, 2.7010, 1.3084], [-4.1725, 3.3502, 2.4521], [-3.0117, 2.9242, 3.0817], [-2.3153, 1.8451, 2.5699], [-2.7583, 1.1900, 1.4235], [-1.8545, 1.2802, -2.5467], [-2.0880, 2.0302, -1.0503], [-3.6380, 0.1311, -3.6517], [-5.9522, -0.6830, -3.6268], [-7.3524, -0.4015, -1.5831], [-6.3530, 0.6673, 0.4107], [-5.4906, 3.0488, 0.7942], [-4.7311, 4.1932, 2.8375], [-2.6445, 3.4234, 3.9688], [-1.4140, 1.4897, 3.0551], [0.2695, -0.9020, 3.3072], [0.4876, 0.1888, 4.6568], [-0.0194, -0.2424, 5.8702], [0.1114, 0.5595, 6.9906], [0.7515, 1.7827, 6.8687], [1.2446, 2.1900, 5.6426], [2.0292, 3.7418, 5.5880], [1.1373, 1.4219, 4.4633], [1.7619, 1.9768, 2.9431], [-0.5143, -1.2024, 5.9226], [-0.2819, 0.2375, 7.9453], [0.8736, 2.4341, 7.7233]], "forces_ev_per_angstrom": [[-0.56, 2.26, 0.36], [0.00, 0.08, 0.12], [-0.05, 0.05, -0.12], [-0.06, -0.36, 0.05], [0.01, -0.03, 0.08], [-0.02, 0.00, -0.01], [-0.04, -0.03, 0.01], [0.02, 0.00, -0.09], [-0.03, -0.04, -0.06], [-0.21, -0.93, -0.32], [0.08, -0.34, 0.25], [0.00, 0.16, -0.15], [0.80, -0.86, -0.38], [-0.01, 0.03, -0.05], [0.01, 0.00, 0.00], [-0.01, 0.00, 0.00], [0.00, -0.01, 0.01], [0.01, 0.00, -0.03], [-0.03, 0.01, 0.03], [-0.05, 0.04, -0.08], [-0.02, 0.01, 0.10], [-0.09, -0.06, -0.02], [0.06, -0.05, 0.00], [0.00, 0.05, 0.03], [0.06, 0.17, 0.01], [0.01, -0.12, 0.06], [0.01, 0.04, -0.04], [-0.05, -0.04, 0.01], [0.00, -0.03, 0.00], [0.07, 0.01, 0.03], [0.07, 0.04, -0.15], [0.02, -0.02, 0.05], [-0.01, -0.06, 0.06], [0.01, 0.01, 0.00], [0.00, 0.00, 0.03], [0.00, 0.00, 0.00], [-0.02, -0.01, 0.01], [-0.01, 0.01, -0.01], [0.01, 0.06, -0.03], [-0.06, -0.03, 0.02], [-0.01, -0.01, 0.00], [0.00, 0.01, -0.01], [0.00, -0.01, 0.01], [0.00, 0.01, 0.00], [0.02, 0.03, -0.01], [-0.12, 0.04, -0.12], [0.10, -0.03, 0.00], [0.05, 0.03, -0.01], [-0.01, 0.02, 0.02], [0.01, -0.02, -0.02], [0.05, -0.02, 0.02], [0.03, -0.10, 0.00], [-0.07, 0.08, 0.04], [0.00, 0.00, -0.01], [0.00, 0.00, 0.00], [0.00, 0.00, 0.00], [0.00, -0.03, 0.00], [0.07, 0.03, 0.06], [-0.01, -0.03, 0.01], [-0.03, -0.03, -0.01], [0.04, -0.02, -0.03], [0.00, -0.01, 0.00], [-0.01, 0.01, -0.01], [-0.01, 0.02, 0.01], [-0.01, -0.01, 0.00], [0.01, 0.00, 0.00], [0.00, 0.00, 0.00], [-0.01, 0.00, 0.01], [0.01, -0.05, 0.04], [-0.03, -0.02, 0.00], [0.01, 0.01, 0.01], [0.00, 0.00, -0.01], [0.00, -0.01, 0.01], [-0.01, 0.01, 0.00], [0.00, 0.00, 0.00], [-0.01, 0.01, 0.00], [-0.02, 0.08, 0.22], [0.00, 0.00, 0.00], [0.00, 0.00, 0.00], [0.00, 0.00, 0.00]], "lowdin_charge": [1.1490, 0.0694, -0.3264, -0.1294, -0.2271, -0.0165, -0.0968, -0.0665, -0.2743, -0.0726, -0.4931, 0.1270, -0.1085, 0.0857, 0.1045, 0.0976, 0.0936, 0.0951, -0.0463, -0.1234, -0.0815, -0.0943, -0.0221, -0.4871, -0.0072, -0.0777, -0.0516, -0.1268, -0.0788, -0.7147, 0.5539, -0.7538, 0.6084, 0.0881, 0.0476, 0.0881, 0.0990, 0.1138, 0.0663, 0.0699, 0.1126, 0.1156, 0.0970, 0.0557, 0.0270, 0.1405, -0.2443, -0.0217, -0.0956, -0.1057, -0.0597, -0.1519, -0.1104, -0.0290, -0.0849, -0.0630, 0.0125, -0.2106, 0.0573, 0.0658, 0.0869, 0.0989, 0.0933, 0.1201, 0.1155, 0.0985, 0.1092, 0.0856, 0.7169, -0.6566, -0.1324, -0.1076, -0.1402, -0.6897, 0.6266, -0.7700, 0.4699, 0.0978, 0.0960, 0.0938], "charge": -1, "homo_energy_ev": -3.858, "multiplicity": 1, "largest_force_ev_per_a": 2.4, "de_lowest_kcal_mol": 31.7, "lumo_ev": 2.44}

Record 2
{"formula": "C33H30BrN8O2Ti", "method": "the ωB97M-V functional and the def2-TZVPD basis", "symbols": ["Ti", "Br", "C", "C", "C", "C", "C", "C", "N", "C", "C", "C", "C", "C", "C", "N", "H", "H", "H", "H", "H", "H", "H", "H", "H", "N", "C", "C", "N", "C", "C", "N", "C", "C", "N", "H", "H", "H", "H", "H", "H", "N", "C", "C", "C", "C", "C", "C", "C", "C", "C", "C", "C", "C", "C", "H", "H", "H", "H", "H", "H", "H", "H", "H", "H", "N", "C", "C", "O", "O", "H", "H", "H", "H", "H"], "xyz": [[-0.6476, 0.6829, 0.5052], [5.4796, -3.1778, 2.3297], [4.2353, -1.8249, 1.9266], [4.6830, -0.6130, 1.4191], [3.7666, 0.3699, 1.0811], [2.4078, 0.1335, 1.2696], [1.9644, -1.0897, 1.7661], [2.8803, -2.0689, 2.1022], [1.4243, 1.0696, 0.8530], [1.6645, 2.3166, 0.7557], [0.7274, 3.1641, -0.0332], [0.9813, 4.5016, -0.2706], [0.1734, 5.1634, -1.1926], [-0.8317, 4.4632, -1.8373], [-1.0341, 3.1249, -1.5135], [-0.2747, 2.4957, -0.6267], [5.7394, -0.4492, 1.2644], [4.1200, 1.2868, 0.6303], [0.9049, -1.2940, 1.8335], [2.5440, -3.0319, 2.4604], [2.5761, 2.7809, 1.1306], [1.7940, 5.0120, 0.2265], [0.3463, 6.2075, -1.4117], [-1.4564, 4.9329, -2.5829], [-1.8164, 2.5330, -1.9742], [-4.3139, 3.1686, 0.8669], [-3.5941, 4.0017, 1.6957], [-2.4129, 3.3677, 1.9324], [-2.3955, 2.1671, 1.2687], [-3.5493, 2.0816, 0.6358], [-3.7539, 0.9307, -0.2254], [-2.7289, 0.1207, -0.3914], [-3.1582, -0.8777, -1.2243], [-4.4632, -0.6638, -1.5517], [-4.8337, 0.4971, -0.9090], [-5.2356, 3.3595, 0.5106], [-3.9955, 4.9348, 2.0438], [-1.5924, 3.6788, 2.5549], [-2.5053, -1.6710, -1.5419], [-5.1488, -1.2109, -2.1719], [-5.7516, 0.9092, -0.9363], [-0.0396, -0.6202, -0.6625], [0.5622, -1.3952, -1.4593], [0.8708, -2.7827, -1.0174], [0.0156, -3.4368, -0.1340], [0.3569, -4.6777, 0.3749], [1.5694, -5.2640, 0.0292], [2.4299, -4.6120, -0.8408], [2.0761, -3.3823, -1.3756], [1.0064, -0.9491, -2.8035], [1.4182, 0.3671, -2.9959], [1.8079, 0.7984, -4.2516], [1.7684, -0.0773, -5.3301], [1.3545, -1.3876, -5.1466], [0.9866, -1.8275, -3.8842], [-0.9164, -2.9617, 0.1524], [-0.3261, -5.1986, 1.0335], [1.8379, -6.2316, 0.4303], [3.3760, -5.0623, -1.1081], [2.7496, -2.8785, -2.0564], [1.4455, 1.0422, -2.1492], [2.1504, 1.8145, -4.3942], [2.0690, 0.2627, -6.3114], [1.3253, -2.0690, -5.9856], [0.6743, -2.8535, -3.7381], [-1.8778, -1.7206, 4.4931], [-1.0636, -0.4604, 4.5819], [-0.9420, 0.0776, 3.1529], [-0.3884, 1.1652, 2.9773], [-1.3786, -0.6602, 2.2316], [-1.4816, -2.4927, 5.0290], [-1.8938, -1.9562, 3.4752], [-2.8419, -1.5828, 4.7982], [-0.0748, -0.7121, 4.9608], [-1.5450, 0.2415, 5.2557]], "forces_ev_per_angstrom": [[-1.63, -0.76, 0.23], [-0.01, 0.00, 0.01], [0.03, 0.00, -0.01], [-0.02, 0.02, 0.00], [-0.04, -0.20, 0.11], [-0.15, 0.10, 0.05], [0.20, 0.03, -0.05], [-0.01, 0.00, -0.02], [0.48, 0.17, 0.07], [-0.09, 0.38, -0.27], [0.61, -0.23, 0.26], [-0.23, 0.11, -0.21], [0.10, -0.06, 0.12], [-0.08, -0.20, 0.01], [0.00, 0.23, -0.04], [0.00, 0.18, 0.17], [0.02, 0.00, -0.01], [0.00, 0.03, -0.01], [0.01, 0.00, -0.02], [0.02, -0.02, 0.00], [0.00, -0.05, -0.02], [0.03, -0.03, 0.03], [-0.01, 0.03, -0.03], [0.00, 0.03, -0.01], [0.00, 0.05, -0.02], [0.16, -0.03, 0.06], [-0.06, -0.03, 0.02], [-0.04, 0.01, 0.10], [0.08, 0.02, -0.18], [0.02, -0.12, -0.10], [0.01, 0.09, 0.19], [0.25, 0.09, -0.20], [-0.11, -0.04, -0.06], [-0.01, 0.01, 0.00], [0.15, -0.06, 0.04], [0.00, -0.02, -0.01], [0.01, 0.06, 0.03], [0.02, 0.02, 0.00], [0.03, -0.01, 0.00], [-0.01, -0.03, -0.03], [0.02, 0.01, 0.01], [-0.07, 0.28, -0.03], [0.01, -0.19, 0.10], [0.11, -0.03, 0.00], [-0.03, 0.00, 0.05], [-0.02, -0.03, 0.01], [-0.01, 0.00, 0.00], [0.00, -0.02, 0.01], [0.00, 0.00, 0.01], [0.02, 0.02, -0.04], [0.01, 0.04, -0.01], [0.00, 0.00, -0.01], [0.02, 0.04, 0.01], [-0.01, 0.00, 0.00], [-0.01, -0.01, 0.00], [0.02, 0.01, -0.03], [0.00, -0.02, 0.02], [0.00, -0.02, 0.01], [0.01, -0.01, -0.01], [0.01, 0.02, 0.01], [-0.02, -0.03, 0.01], [0.00, 0.02, -0.01], [0.01, 0.00, -0.02], [0.00, -0.01, -0.01], [-0.01, 0.00, -0.01], [-0.06, -0.22, 0.01], [-0.10, -0.17, -0.15], [0.34, 0.56, 0.40], [0.05, 0.01, -0.12], [-0.12, -0.26, -0.41], [-0.04, 0.02, 0.00], [0.03, 0.14, 0.10], [0.06, -0.02, 0.00], [-0.01, 0.07, -0.01], [0.04, 0.06, -0.04]], "mulliken_spin": [0.9626, -0.0001, -0.0016, 0.0011, 0.0005, -0.0225, 0.0542, 0.0014, 0.0059, -0.0580, 0.0495, 0.0131, -0.0008, 0.0039, 0.0237, -0.0486, 0.0001, 0.0004, -0.0232, 0.0002, 0.0068, 0.0003, 0.0000, 0.0000, -0.0013, 0.0017, -0.0016, 0.0072, 0.0027, 0.0046, 0.0238, -0.0250, 0.0172, -0.0037, 0.0036, 0.0000, 0.0000, -0.0001, 0.0005, -0.0002, -0.0003, -0.0356, 0.0220, -0.0017, 0.0012, 0.0006, 0.0006, -0.0007, 0.0012, -0.0025, 0.0040, 0.0008, 0.0006, -0.0006, 0.0002, 0.0009, 0.0000, 0.0000, 0.0000, 0.0000, 0.0058, 0.0000, 0.0001, 0.0000, 0.0001, 0.0002, 0.0011, 0.0041, 0.0002, -0.0013, 0.0000, 0.0001, -0.0001, 0.0003, 0.0003], "charge": 2, "homo_energy_ev": [-12.711, -12.997], "multiplicity": 2, "largest_force_ev_per_a": 1.8, "de_lowest_kcal_mol": 17.2, "s_squared": 0.76, "lumo_ev": [-5.74, -5.80]}

Record 3
{"formula": "C33H30F5MnN2O4S2Se", "method": "the ωB97M-V functional and the def2-TZVPD basis", "symbols": ["Mn", "C", "C", "O", "O", "H", "H", "H", "O", "S", "C", "C", "C", "C", "C", "C", "C", "C", "C", "C", "C", "C", "H", "H", "H", "H", "H", "H", "H", "H", "H", "H", "O", "C", "C", "C", "C", "C", "C", "N", "H", "H", "H", "H", "H", "H", "H", "H", "H", "H", "H", "F", "C", "C", "F", "C", "F", "C", "Se", "C", "F", "C", "F", "S", "C", "N", "C", "C", "C", "C", "C", "C", "H", "H", "H", "H", "H", "H"], "xyz": [[0.0000, 0.0000, 0.0000], [-2.1871, 1.3448, 3.3705], [-0.8226, 1.2254, 2.7143], [0.1388, 1.7018, 3.3791], [-0.8261, 0.6624, 1.5837], [-2.1195, 1.8394, 4.3442], [-2.6161, 0.3491, 3.5174], [-2.8558, 1.9293, 2.7314], [1.1167, -1.5666, 1.2233], [-0.2412, -1.4474, 1.8550], [-0.8437, -3.1484, 2.0268], [0.0431, -4.2313, 2.0376], [-0.4399, -5.5347, 2.1642], [-1.8111, -5.7629, 2.2717], [-2.7015, -4.6900, 2.2487], [-2.2205, -3.3852, 2.1233], [0.0652, -1.2485, 3.6328], [-0.9955, -0.9297, 4.4903], [-0.7687, -0.7620, 5.8581], [0.5186, -0.9023, 6.3746], [1.5814, -1.2065, 5.5256], [1.3568, -1.3755, 4.1582], [1.1141, -4.0630, 1.9463], [0.2546, -6.3709, 2.1752], [-2.1858, -6.7789, 2.3681], [-3.7707, -4.8713, 2.3249], [-2.9274, -2.5602, 2.0981], [-2.0040, -0.8098, 4.1037], [-1.5955, -0.5197, 6.5211], [0.6951, -0.7707, 7.4393], [2.5868, -1.3101, 5.9259], [2.1950, -1.6069, 3.5043], [0.1993, 1.1656, -1.4911], [-0.6660, 1.2269, -2.3535], [-0.6907, 2.2893, -3.4171], [-1.3901, 3.5279, -2.8455], [-2.7712, 3.2886, -2.1934], [-2.7379, 2.4594, -0.8919], [-2.6409, 0.9351, -1.0844], [-1.8867, 0.5801, -2.2621], [-1.2119, 1.9234, -4.3085], [0.3377, 2.5204, -3.7151], [-1.5078, 4.2570, -3.6560], [-0.7304, 3.9960, -2.1028], [-3.4623, 2.8416, -2.9178], [-3.1785, 4.2756, -1.9405], [-3.6393, 2.6682, -0.3033], [-1.8941, 2.7991, -0.2769], [-3.6403, 0.5017, -1.2012], [-2.1714, 0.4726, -0.2090], [-2.4414, 0.5845, -3.1082], [3.6713, -2.9029, -7.1965], [3.0956, -2.4513, -6.0545], [3.7464, -1.4873, -5.2769], [4.9531, -1.0050, -5.6657], [3.1530, -1.0193, -4.0988], [3.7907, -0.0838, -3.3511], [1.9051, -1.5163, -3.6964], [1.0855, -0.8705, -2.0812], [1.2549, -2.4831, -4.4768], [0.0472, -2.9707, -4.0965], [1.8507, -2.9491, -5.6544], [1.2206, -3.8835, -6.4089], [-2.6176, 2.5558, 1.3512], [-1.4594, 1.4461, 0.7541], [-0.3651, 1.9592, 0.2408], [-0.4264, 3.3421, 0.3157], [0.5639, 4.2388, -0.1347], [0.3707, 5.6173, 0.0038], [-0.7937, 6.1109, 0.5840], [-1.7919, 5.2435, 1.0391], [-1.5878, 3.8608, 0.8950], [-1.6267, 0.3780, 0.8002], [1.4706, 3.8491, -0.5866], [1.1377, 6.3047, -0.3452], [-0.9312, 7.1855, 0.6856], [-2.6999, 5.6300, 1.4914], [0.4280, -1.6366, 0.3561]], "forces_ev_per_angstrom": [[3.30, 1.39, -4.71], [-0.36, -2.21, 2.25], [2.72, 4.84, 11.19], [-2.26, -1.82, -3.46], [6.61, -3.40, 14.39], [0.24, -0.12, -0.24], [-0.21, 0.69, -0.27], [-0.15, -1.60, 3.32], [2.97, -0.59, -1.03], [-4.43, -5.46, 6.93], [-0.09, -0.94, -0.38], [0.12, 0.19, 0.03], [-0.15, 0.32, -0.02], [0.05, 0.18, -0.01], [0.31, 0.10, 0.04], [0.12, 0.19, -0.09], [0.69, 0.35, 0.83], [0.08, -0.90, 0.11], [0.24, -0.16, -0.37], [0.00, 0.03, -0.21], [-0.32, 0.00, -0.17], [0.03, -0.02, -0.35], [-0.15, -0.01, 0.01], [-0.10, 0.20, -0.01], [0.06, 0.20, -0.03], [0.20, 0.10, -0.02], [0.05, -0.03, -0.03], [0.70, -0.84, 0.50], [0.10, -0.06, -0.19], [-0.04, -0.01, -0.20], [-0.19, 0.01, -0.14], [-0.13, 0.08, 0.09], [0.43, 1.43, -2.69], [-2.92, 1.23, -2.04], [1.27, -0.44, -0.48], [-0.29, 0.36, 0.30], [0.32, -0.19, -0.33], [-1.31, -0.12, -4.36], [-2.96, -0.83, -2.20], [1.16, -0.27, -0.51], [-0.02, -0.04, 0.17], [-0.14, 0.15, 0.01], [0.07, -0.19, 0.07], [-0.20, -0.12, -0.29], [-0.04, 0.05, -0.05], [0.05, -0.19, -0.05], [-0.06, 0.00, -1.78], [-2.14, 0.00, -4.74], [-0.01, 0.04, -0.17], [-2.64, -0.39, -3.50], [0.35, 0.30, -0.04], [-0.59, 0.47, 1.15], [0.23, -0.19, -0.39], [0.47, 0.41, -0.01], [-1.07, -0.45, 0.30], [-0.01, -0.09, -0.07], [-0.45, -0.84, -0.66], [0.11, -1.14, 0.54], [1.17, -2.00, -1.16], [0.24, 0.11, -0.28], [1.03, 0.32, -0.33], [-0.50, -0.36, -0.16], [0.58, 0.80, 0.60], [-0.72, 4.89, 1.50], [-1.96, 3.64, 0.75], [1.41, 5.11, -0.05], [2.63, 1.09, -0.50], [-0.23, 0.11, 0.31], [0.11, -0.71, -0.02], [-0.48, 0.00, 0.20], [0.49, -0.39, -0.20], [0.33, 2.00, 0.79], [-6.01, -2.01, -4.92], [-0.09, 0.01, 0.07], [-0.14, -0.16, 0.08], [-0.02, -0.24, -0.02], [0.11, -0.09, -0.05], [2.41, -1.74, -2.58]], "mulliken_spin": [2.6835, 0.0051, 0.0285, 0.0019, -0.1654, 0.0020, -0.0021, -0.0037, 0.0074, -0.0759, 0.0265, 0.0393, -0.0016, -0.0013, -0.0018, 0.0093, -0.0082, -0.0109, -0.0001, -0.0019, -0.0010, 0.0066, 0.0092, 0.0000, -0.0001, 0.0000, -0.0009, 0.0026, 0.0001, -0.0003, 0.0003, -0.0003, -0.0056, -0.0150, -0.0167, 0.0036, -0.0063, 0.0180, 0.1192, 0.0087, 0.0031, -0.0017, -0.0008, 0.0000, 0.0008, 0.0005, 0.0026, 0.0131, 0.0066, -0.0562, 0.0009, 0.0017, 0.0238, -0.0112, -0.0006, 0.0309, 0.0023, 0.0255, 0.3358, 0.0006, 0.0007, -0.0120, 0.0000, 0.0159, 0.1412, 0.0811, -0.0051, 0.0212, -0.0046, 0.0105, -0.0091, -0.0030, -0.0525, -0.0006, -0.0002, 0.0005, -0.0005, -0.2137], "charge": 1, "homo_energy_ev": [-9.465, -9.497], "multiplicity": 4, "largest_force_ev_per_a": 16.2, "s_squared": 4.08, "lumo_ev": [-4.38, -4.50]}